Entry 1:
17
Properties=species:S:1:pos:R:3:forces:R:3:nbo_charge:R:1 method="wB97M-V/def2-TZVPD" total_charge=+1 total_energy_ha=-770.984861 orbital_gap_ev=8.988 e_lumo_ev=-4.127 relative_energy_kj_mol=219.1
Si -0.114591 -0.920212 0.020497 -0.487 1.014 -0.063 1.11
Si 3.284219 0.318739 -0.008115 -1.389 -0.715 0.097 1.48
N 2.008844 -0.715140 0.093506 0.701 0.768 -0.046 -1.39
N -1.977562 0.761884 0.176312 -0.626 0.583 0.275 -0.50
C -0.542514 0.969256 -0.111186 1.414 0.155 -0.058 -0.63
C -2.100526 -0.693624 -0.098649 -0.253 -1.281 -0.111 -0.64
H -0.416551 1.357395 -1.117841 -0.108 -0.007 -0.134 0.24
H 4.675754 -0.037013 -0.205488 0.254 -0.209 0.047 -0.15
H -2.165619 0.936517 1.164797 -0.024 0.067 -0.171 0.43
H 0.123747 -1.640146 -1.221246 0.163 -0.394 -0.093 -0.14
H -0.010657 -1.403711 1.391140 0.100 -0.333 0.195 -0.15
H -0.081964 1.672815 0.573789 -0.033 0.163 0.113 0.23
H 2.252391 -1.698322 0.132356 0.252 -0.168 -0.126 0.41
H 2.970480 1.730928 0.087000 -0.041 0.271 -0.061 -0.17
H -2.800806 -1.157709 0.590029 -0.045 -0.006 0.092 0.23
H -2.494314 -0.838775 -1.101710 0.033 0.141 -0.124 0.23
H -2.610332 1.357122 -0.365189 0.090 -0.050 0.169 0.43


Entry 2:
65
Properties=species:S:1:pos:R:3:forces:R:3:nbo_charge:R:1 method="wB97M-V/def2-TZVPD" total_charge=0 total_energy_ha=-1471.780036 smiles="CCCn1c2ccccc2c2cnn(CC(=O)NC3CCN(Cc4ccccc4)CC3)c(=O)c21" orbital_gap_ev=8.468 e_lumo_ev=0.372 relative_energy_kj_mol=5.7
O 0.827925 -2.053335 1.795097 0.266 0.046 0.225 -0.63
O 1.440078 -0.219869 -0.711454 -0.074 0.180 -0.051 -0.67
N -3.861172 0.348928 -0.185082 0.021 0.032 -0.154 -0.44
N -0.902853 -1.734919 0.375062 -0.540 -0.035 -0.172 -0.62
N 4.262257 0.909876 -0.534402 -0.136 -0.286 -0.154 -0.34
N 3.440595 -3.100879 -0.455118 0.505 -0.846 0.042 -0.21
N 2.420965 -2.250258 -0.527391 -0.050 0.413 0.008 -0.20
C 6.086645 -0.447037 -0.430226 -0.137 0.344 0.014 -0.03
C 4.651811 -2.645230 -0.439614 -0.263 0.064 -0.018 0.02
C 3.421714 2.076970 -0.466071 -0.289 0.694 0.214 -0.22
C -2.499882 0.785252 -0.425038 0.113 0.181 0.243 -0.22
C 5.631691 0.895951 -0.464096 0.423 -0.458 0.002 0.14
C 8.331175 0.335857 -0.343581 0.159 -0.211 0.009 -0.24
C -7.947565 0.774776 0.769540 -0.021 0.041 0.066 -0.19
C -3.896798 -1.074378 0.088936 -0.086 -0.098 0.359 -0.23
C -1.643620 0.563718 0.818638 0.082 -0.110 -0.154 -0.41
C -8.852488 0.178663 -0.093853 -0.114 -0.041 -0.016 -0.22
C -7.109672 -0.087906 -1.720291 0.099 0.050 0.012 -0.25
C 1.097824 -2.833845 -0.458492 -0.192 0.184 0.159 -0.30
C 3.825409 -0.380660 -0.532699 0.666 -0.683 0.044 0.15
C -4.762038 0.712477 -1.263726 0.081 0.070 0.001 -0.25
C 7.876177 1.656534 -0.383096 -0.115 0.118 -0.006 -0.19
C 4.913805 -1.259811 -0.470144 -0.784 0.593 -0.034 -0.14
C -3.122709 -1.380966 1.367063 0.083 -0.018 -0.164 -0.40
C 2.744979 1.614442 1.929800 0.064 0.166 -0.067 -0.62
C 0.337380 -2.149366 0.692049 -0.046 -0.351 -0.394 0.69
C -6.630321 0.943171 0.386040 -0.001 0.012 -0.035 -0.24
C 3.334247 2.632049 0.960642 -0.051 -0.205 -0.108 -0.40
C -8.431005 -0.250898 -1.339715 -0.126 -0.027 -0.030 -0.21
C 7.450207 -0.721998 -0.367958 0.030 0.108 -0.007 -0.18
C 6.532274 1.955972 -0.443246 0.011 0.190 0.003 -0.24
C 2.475930 -0.871377 -0.595927 0.115 -0.091 -0.134 0.59
C -6.198754 0.511880 -0.862860 -0.069 -0.019 -0.095 0.06
C -1.674950 -0.898480 1.273975 -0.077 0.055 0.395 -0.06
H -6.784892 -0.429374 -2.693542 0.057 -0.042 -0.078 0.21
H 2.705920 3.524227 0.934651 0.055 0.076 -0.026 0.21
H 4.329393 2.927955 1.300700 -0.006 0.114 -0.019 0.20
H -3.482721 -1.657558 -0.757140 -0.063 0.025 -0.046 0.15
H -1.184240 -0.992123 2.248305 -0.115 0.034 -0.178 0.24
H -3.605686 -0.863792 2.196287 -0.072 0.004 0.046 0.21
H 6.194168 2.980408 -0.475663 -0.030 0.103 0.011 0.22
H -1.166435 -1.696920 -0.596437 0.239 -0.070 -0.004 0.39
H 2.582151 2.067825 2.904196 -0.005 -0.020 0.118 0.21
H 5.434528 -3.385020 -0.390500 0.063 -0.109 0.015 0.21
H -5.915266 1.400761 1.052338 0.076 0.039 0.095 0.22
H 2.425783 1.781496 -0.802078 0.184 0.079 -0.035 0.25
H -9.131291 -0.717876 -2.017057 -0.056 -0.039 -0.044 0.21
H -2.050428 0.262069 -1.290664 -0.029 0.036 -0.050 0.15
H -9.882505 0.048646 0.204196 -0.077 -0.016 0.026 0.21
H 1.794443 1.238162 1.559889 -0.124 -0.087 0.000 0.22
H -4.940566 -1.372360 0.215631 0.100 -0.074 -0.067 0.22
H -2.023070 1.189904 1.626224 -0.031 0.065 0.028 0.21
H 3.820085 2.838525 -1.144016 -0.041 -0.103 -0.012 0.20
H -0.613488 0.848114 0.600794 0.041 0.027 0.066 0.23
H 9.393384 0.148784 -0.294578 0.080 -0.028 0.005 0.22
H -4.605106 1.774847 -1.482007 0.057 -0.087 -0.057 0.21
H 0.580552 -2.698029 -1.412544 0.018 -0.038 0.077 0.20
H 8.597261 2.460264 -0.365255 0.037 0.073 -0.001 0.22
H -2.516142 1.852551 -0.661356 0.032 -0.068 -0.081 0.21
H 1.225526 -3.895039 -0.241793 -0.018 0.162 -0.026 0.25
H -4.548125 0.146294 -2.189890 -0.019 0.071 0.050 0.17
H -8.272389 1.110677 1.743642 -0.022 0.030 0.077 0.21
H 7.800959 -1.742424 -0.340405 0.076 -0.091 0.004 0.21
H -3.145602 -2.453229 1.565665 0.018 -0.011 0.055 0.22
H 3.414559 0.766940 2.059650 0.027 -0.119 0.052 0.21


Entry 3:
16
Properties=species:S:1:pos:R:3:forces:R:3:nbo_charge:R:1 method="wB97M-V/def2-TZVPD" total_charge=0 total_energy_ha=-304.822947 smiles="C=NC.C=O.N" orbital_gap_ev=9.101 e_lumo_ev=0.254 relative_energy_kj_mol=660.8
O -1.391002 -0.458945 3.433979 0.957 -2.979 -2.621 -0.49
N 0.075680 1.041162 -1.970879 2.112 4.614 2.385 -0.43
N 1.907995 -1.826194 1.212511 -6.577 -1.432 1.940 -1.21
C -0.710766 1.418686 -3.104445 -4.105 -1.651 -1.795 -0.45
C 0.159579 2.037665 -1.037950 0.354 -3.004 -2.038 -0.05
C -1.039289 -1.618745 3.119996 -0.675 2.965 4.321 0.25
H -0.965803 -2.247767 4.026226 -0.089 -0.674 -0.486 0.12
H 1.204717 2.306103 -0.692663 -1.413 -1.074 0.649 0.18
H 1.477522 -2.857451 1.184181 2.936 3.010 -0.503 0.39
H 0.837401 -1.314482 1.588215 5.613 -0.784 -1.891 0.38
H 2.833232 -1.423328 0.965237 -1.763 -0.692 0.335 0.43
H -0.150699 1.296457 -4.150683 -0.796 0.645 2.581 0.23
H -0.717248 2.614395 -0.591853 0.978 -0.145 -1.408 0.16
H -0.651996 -2.097384 2.230665 -0.396 0.591 -1.102 0.12
H -1.178573 2.423430 -2.911762 0.572 -0.683 -0.948 0.18
H -1.690747 0.706399 -3.300776 2.292 1.291 0.581 0.18


| no. | E_HOMO (eV) |
| --- | --- |
| 1 | -13.11 |
| 2 | -8.10 |
| 3 | -8.85 |